Computed, not measured: the ion C30H42N5O with charge +1 in a non-equilibrium geometry, with ωB97M-V/def2-TZVPD.

```
78
Properties=species:S:1:pos:R:3:mulliken_charge:R:1
C 0.31 -4.67 -0.28 -0.89
N -0.54 -4.37 -1.40 0.10
C -0.81 -5.35 -2.44 -0.58
C -1.85 -4.66 -3.30 -0.67
N -1.89 -3.31 -2.74 0.31
C -2.94 -2.42 -3.15 -0.95
C -1.07 -3.16 -1.67 0.23
C -0.84 -1.91 -0.87 -1.47
C 0.40 -0.49 -0.97 0.04
C 0.43 0.51 0.05 0.78
C 0.48 0.34 1.42 0.01
N 0.65 1.35 2.31 0.37
C 0.55 1.07 3.74 0.23
C -0.84 0.56 4.15 -0.72
C -0.93 0.28 5.63 0.45
C -0.35 -0.88 6.15 -0.24
C -0.36 -1.12 7.53 -0.67
C -0.96 -0.19 8.40 -0.46
C -1.53 0.97 7.88 -0.64
C -1.53 1.20 6.50 -0.25
C 0.91 2.41 4.38 0.03
O 1.13 2.63 5.56 -0.70
N 0.98 3.32 3.37 0.29
C 1.22 4.72 3.62 -0.95
C 0.86 2.78 2.02 0.25
C -0.32 3.45 1.31 -1.55
C 2.16 3.07 1.24 -1.64
C 0.57 -0.09 -2.36 0.61
C 0.63 -1.08 -3.36 -0.54
C 0.77 -0.77 -4.71 -0.36
C 0.94 0.57 -5.11 -0.34
N 1.08 0.88 -6.47 0.27
C -0.04 1.31 -7.29 -1.01
C 2.37 1.15 -7.07 -1.02
C 0.94 1.57 -4.12 -0.50
C 0.70 1.25 -2.78 -0.76
H -0.11 -4.29 0.66 0.34
H 0.42 -5.76 -0.19 0.33
H 1.33 -4.26 -0.39 0.31
H 0.09 -5.57 -3.04 0.30
H -1.18 -6.30 -2.00 0.42
H -1.56 -4.66 -4.36 0.32
H -2.85 -5.13 -3.20 0.36
H -2.82 -1.42 -2.71 0.31
H -2.96 -2.31 -4.24 0.33
H -3.93 -2.82 -2.86 0.35
H -1.63 -1.19 -1.18 0.31
H -1.00 -2.11 0.20 0.65
H 0.65 -1.56 -0.73 0.17
H 0.52 1.54 -0.30 -0.99
H 0.30 -0.65 1.85 0.66
H 1.29 0.32 4.03 0.34
H -1.61 1.31 3.87 0.38
H -1.05 -0.37 3.60 0.41
H 0.13 -1.59 5.47 0.33
H 0.10 -2.02 7.93 0.36
H -0.98 -0.38 9.48 0.37
H -1.98 1.72 8.54 0.36
H -1.98 2.10 6.08 0.32
H 1.19 4.91 4.70 0.38
H 2.20 5.03 3.22 0.29
H 0.44 5.33 3.12 0.31
H -1.22 3.39 1.94 0.34
H -0.07 4.51 1.14 0.51
H -0.53 2.98 0.34 0.35
H 3.03 2.83 1.86 0.39
H 2.21 2.49 0.32 0.34
H 2.18 4.14 0.99 0.46
H 0.54 -2.12 -3.08 0.46
H 0.73 -1.55 -5.45 0.46
H -0.97 1.15 -6.74 0.28
H 0.07 2.37 -7.56 0.33
H -0.04 0.72 -8.22 0.33
H 3.19 0.85 -6.41 0.30
H 2.45 0.58 -8.01 0.33
H 2.47 2.21 -7.32 0.33
H 1.08 2.60 -4.44 0.44
H 0.60 2.10 -2.09 0.24
```

## Properties
2S+1 = 1
Net charge = +1
LUMO level = -3.246 eV
Structure (SMILES) = CN1CC[N+](C)=C1C[C@H](/C=C/N1[C@H](Cc2ccccc2)C(=O)N(C)C1(C)C)c1ccc(N(C)C)cc1
Orbital gap = 6.55 eV

=====

Computed, not measured: a cluster of 8 separate species, C35H77BN7O10 in total in a non-equilibrium geometry, with ωB97M-V/def2-TZVPD.

```
130
Properties=species:S:1:pos:R:3:mulliken_charge:R:1
C -2.86 2.44 0.84 -1.15
B -1.43 2.62 1.48 0.82
O -1.29 3.31 2.65 -0.83
C -0.14 1.94 0.78 0.84
N 0.57 0.92 1.62 1.06
C 0.78 1.24 3.06 -0.49
C -0.28 0.63 3.99 -1.22
O 0.31 0.51 5.27 -0.53
C 1.68 0.38 1.03 -0.72
N 2.04 -0.85 1.30 0.60
C 3.23 -1.50 0.68 -0.69
N 2.97 -1.92 -0.67 -0.41
C 1.28 -1.67 2.22 0.35
C 1.74 -1.91 3.50 -0.12
C 0.97 -2.73 4.31 -0.97
N -0.20 -3.28 3.98 -0.47
C -0.59 -3.03 2.73 -1.12
C 0.09 -2.25 1.81 -0.27
N 2.48 1.05 0.10 0.03
C 1.78 2.01 -0.73 -2.31
O 1.07 1.22 -1.72 0.10
C 1.88 0.73 -2.62 0.55
N 2.60 0.27 -3.38 -0.65
C 0.84 2.92 0.08 3.38
C 0.15 3.94 -0.83 -1.03
C -0.86 3.43 -1.83 -0.68
N -0.76 3.78 -3.04 -0.63
C 1.81 3.69 1.02 -2.65
C 1.28 4.85 1.87 -0.75
C 2.42 5.79 2.31 0.44
C 1.85 7.13 2.77 -1.61
C 3.21 5.16 3.47 -1.39
H -3.57 2.26 1.65 0.34
H -2.91 1.58 0.17 0.28
H -3.19 3.32 0.28 0.41
H -1.82 4.12 2.66 0.37
H -0.58 1.37 -0.04 -0.52
H 1.74 0.82 3.38 0.94
H 0.85 2.31 3.22 0.00
H -0.61 -0.34 3.60 0.02
H -1.15 1.28 4.02 0.73
H -0.23 0.97 5.92 0.39
H 4.09 -0.83 0.76 0.38
H 3.44 -2.36 1.32 0.40
H 2.04 -1.68 -0.99 0.16
H 3.64 -1.56 -1.33 0.36
H 2.66 -1.49 3.87 0.60
H 1.34 -2.95 5.31 0.47
H -1.54 -3.46 2.42 0.46
H -0.30 -2.12 0.81 0.82
H 3.30 1.45 0.54 0.40
H 2.52 2.64 -1.24 1.00
H -0.36 4.71 -0.24 0.57
H 0.93 4.45 -1.41 0.61
H -1.67 2.77 -1.52 0.13
H -1.52 3.38 -3.59 0.33
H 2.34 3.01 1.68 0.35
H 2.58 4.12 0.36 0.66
H 0.55 5.45 1.34 0.31
H 0.83 4.48 2.79 0.16
H 3.12 5.95 1.48 0.42
H 1.17 7.00 3.61 0.33
H 1.34 7.66 1.95 0.37
H 2.66 7.78 3.10 0.46
H 2.52 4.94 4.29 0.29
H 4.00 5.82 3.82 0.47
H 3.69 4.22 3.17 0.26
C -0.06 7.24 -4.71 -0.92
C 0.06 7.95 -3.37 -0.33
O 0.67 7.12 -2.38 -0.43
H -0.64 6.32 -4.59 0.16
H -0.55 7.88 -5.44 0.37
H 0.92 6.97 -5.10 0.32
H -0.92 8.21 -2.98 0.28
H 0.64 8.88 -3.48 0.28
H 1.55 6.89 -2.70 0.25
C -2.47 -1.75 -2.78 -1.21
C -2.13 -0.35 -3.24 0.02
O -1.67 0.47 -2.15 -0.19
H -3.22 -1.71 -1.99 0.15
H -2.85 -2.35 -3.60 0.42
H -1.59 -2.26 -2.37 0.39
H -3.02 0.15 -3.63 0.36
H -1.38 -0.37 -4.03 0.11
H -0.87 0.06 -1.80 -0.34
C -0.69 1.07 -8.29 -1.19
C -0.77 0.76 -6.80 0.02
O -1.45 -0.46 -6.54 -0.50
H -1.69 1.11 -8.72 0.30
H -0.18 2.02 -8.46 0.35
H -0.13 0.28 -8.81 0.34
H -1.33 1.54 -6.28 0.19
H 0.24 0.73 -6.37 0.22
H -0.97 -1.17 -6.98 0.27
C 1.83 -6.40 4.23 -0.84
C 2.40 -6.53 2.83 -0.15
O 1.35 -6.63 1.86 -0.56
H 1.20 -7.25 4.47 0.27
H 2.63 -6.34 4.97 0.38
H 1.22 -5.50 4.30 0.01
H 3.00 -7.43 2.72 0.40
H 3.03 -5.67 2.60 0.16
H 0.81 -5.84 1.93 0.20
C 4.00 -7.51 -1.44 -0.98
C 2.73 -6.76 -1.80 -0.04
O 1.65 -7.10 -0.94 -0.46
H 3.82 -8.59 -1.49 0.26
H 4.81 -7.26 -2.12 0.34
H 4.32 -7.27 -0.42 0.28
H 2.41 -7.01 -2.81 0.30
H 2.91 -5.68 -1.76 0.12
H 1.89 -6.88 -0.03 0.33
C -2.36 -7.31 3.80 -0.82
C -3.21 -6.25 3.13 -0.10
O -3.70 -5.29 4.07 -0.54
H -2.93 -7.83 4.57 0.31
H -2.00 -8.04 3.07 0.33
H -1.49 -6.85 4.28 0.10
H -4.09 -6.70 2.66 0.34
H -2.64 -5.74 2.35 0.07
H -2.94 -4.89 4.50 0.32
C -6.66 -1.57 -1.84 -1.02
C -6.29 -0.16 -2.29 -0.07
O -5.79 0.63 -1.21 -0.51
H -7.41 -1.53 -1.05 0.29
H -7.05 -2.15 -2.67 0.35
H -5.78 -2.09 -1.44 0.27
H -7.16 0.35 -2.67 0.35
H -5.54 -0.20 -3.09 0.07
H -5.01 0.19 -0.86 0.27
```

## Properties
2S+1 = 1
Net charge = +1
LUMO level = -3.539 eV
Orbital gap = 7.82 eV

=====

Computed, not measured: an isolated molecule of C3H8N2S in a non-equilibrium geometry, with ωB97M-V/def2-TZVPD.

```
14
Properties=species:S:1:pos:R:3:nbo_charge:R:1
C 1.00 -0.89 2.13 -0.75
S 0.69 -0.98 0.33 0.16
C -0.75 0.14 0.22 -0.59
C -1.28 -0.04 -1.21 0.02
N -0.81 0.55 -2.25 -0.23
N 0.32 1.33 -2.07 -0.67
H 1.85 -1.62 2.32 0.24
H 1.28 0.17 2.34 0.22
H 0.15 -1.18 2.78 0.22
H -0.43 1.11 0.35 0.23
H -1.52 -0.24 0.87 0.23
H -2.17 -0.73 -1.33 0.19
H 0.64 1.51 -3.02 0.37
H 1.04 0.85 -1.47 0.36
```

## Properties
2S+1 = 1
Energy relative to the best compared isomer or geometry (same formula, charge and spin) = 49.0 kcal per mole
Net charge = 0
LUMO level = 0.891 eV
Structure (SMILES) = CSC/C=N\N
Orbital gap = 9.60 eV